C35H40Cl3FN3O4PPtSi as an isolated structure. Source: the Open Molecules 2025 dataset; level of theory: ωB97M-V/def2-TZVPD.

XYZ file:
```
89
Properties=species:S:1:pos:R:3:forces:R:3:mulliken_charge:R:1
Pt 0.6536 -1.9131 1.3861 0.0 -0.1 0.0 1.456
C -2.0839 -1.4962 3.4678 -0.1 0.0 0.0 -0.222
Si -0.6423 -0.4615 4.0307 -0.1 0.0 0.1 0.431
C -1.1605 1.3466 4.0614 0.1 0.1 0.0 -0.470
C -0.3567 -0.8372 5.8515 0.0 -0.1 0.0 -1.451
N 0.7359 -0.7504 3.0033 0.1 -0.1 -0.2 0.494
C 2.0693 -0.4881 3.3175 0.0 0.1 0.0 0.257
C 2.6513 -0.6567 4.5801 0.0 0.0 0.0 -0.503
C 3.9746 -0.3176 4.8290 0.0 0.0 0.0 -1.004
C 4.7873 0.1778 3.8222 0.0 0.0 0.0 -0.535
C 4.2570 0.3283 2.5463 0.0 0.0 0.0 -1.229
C 2.9415 -0.0024 2.3373 0.0 0.0 -0.1 0.384
F 2.4377 0.1425 1.0754 0.0 0.0 0.0 0.315
H -2.9679 -1.2032 4.0427 0.0 0.0 0.0 0.397
H -1.9066 -2.5595 3.6243 0.0 0.0 0.1 0.249
H -2.2910 -1.3330 2.4119 0.0 0.0 0.0 -0.502
H -1.8804 1.5000 4.8701 0.0 0.0 0.0 0.460
H -1.6262 1.6668 3.1315 0.0 0.0 0.1 -0.143
H -0.3036 1.9975 4.2570 0.0 0.0 0.0 0.307
H -1.3081 -0.6629 6.3635 0.0 0.0 0.0 0.333
H 0.3809 -0.1767 6.3093 0.0 0.0 0.0 0.376
H -0.0660 -1.8729 6.0395 0.0 0.0 0.0 0.342
H 2.0595 -1.0858 5.3724 0.0 0.0 0.0 0.509
H 4.3753 -0.4668 5.8234 0.0 0.0 0.0 0.417
H 5.8213 0.4297 4.0137 0.0 0.0 0.0 0.395
H 4.8466 0.6941 1.7157 0.0 0.0 0.0 0.469
Cl -0.8906 -6.0509 -0.2050 0.1 0.0 -0.1 -0.109
C -0.6279 -4.4668 0.4825 0.1 -0.2 0.1 0.290
Cl -2.0347 -3.4376 0.1858 0.0 -0.1 0.1 -0.086
Cl 0.8049 -3.6997 -0.3141 -0.2 0.2 0.1 -0.200
C -0.2612 -4.5571 2.0253 -0.3 0.1 -0.3 0.485
O -0.4022 -5.6105 2.5801 -0.1 0.0 0.2 -0.613
O 0.1448 -3.4494 2.5516 0.2 0.1 0.0 -0.788
O 0.8185 -0.7668 -1.0155 0.0 0.0 0.1 0.626
P 0.8484 -0.5647 -2.4918 0.0 0.0 0.0 0.801
C 1.6339 1.0025 -2.9189 0.0 0.0 0.0 -0.011
C 1.5509 1.5460 -4.1992 0.0 0.0 0.0 -0.327
C 2.1595 2.7582 -4.4794 0.0 0.0 0.0 -0.705
C 2.8490 3.4345 -3.4794 0.0 0.0 0.0 -0.486
C 2.9301 2.8983 -2.2033 0.0 0.0 0.0 -0.617
C 2.3232 1.6812 -1.9196 0.0 0.0 0.0 -0.445
C -0.7892 -0.4996 -3.2492 0.0 0.0 0.0 0.109
C -1.0931 -0.9907 -4.5163 0.0 0.0 0.0 -0.147
C -2.3787 -0.8561 -5.0230 0.0 0.0 0.0 -0.808
C -3.3619 -0.2321 -4.2690 0.0 0.0 0.0 -0.668
C -3.0617 0.2624 -3.0062 0.0 0.0 0.0 -0.337
C -1.7794 0.1304 -2.4992 0.0 -0.1 0.0 -0.277
C 1.7413 -1.8474 -3.3948 0.0 0.0 0.0 0.313
C 1.1667 -3.1151 -3.5095 0.0 0.0 0.0 -0.457
C 1.8545 -4.1429 -4.1314 0.0 0.0 0.0 -0.983
C 3.1255 -3.9139 -4.6447 0.0 0.0 0.0 -0.513
C 3.7054 -2.6597 -4.5320 0.0 0.0 0.0 -0.673
C 3.0162 -1.6281 -3.9085 0.0 0.0 0.0 -0.601
H 1.0040 1.0259 -4.9778 0.0 0.0 0.0 0.396
H 2.0927 3.1795 -5.4740 0.0 0.0 0.0 0.423
H 3.3204 4.3843 -3.6978 0.0 0.0 0.0 0.384
H 3.4652 3.4262 -1.4242 0.0 0.0 0.0 0.448
H 2.3716 1.2525 -0.9279 0.0 0.0 0.0 0.347
H -0.3315 -1.4788 -5.1113 0.0 0.0 0.0 0.431
H -2.6126 -1.2444 -6.0057 0.0 0.0 0.0 0.435
H -4.3646 -0.1339 -4.6655 0.0 0.0 0.0 0.406
H -3.8254 0.7464 -2.4096 0.0 0.0 0.0 0.388
H -1.5330 0.4791 -1.5078 0.0 0.0 0.2 0.264
H 0.1781 -3.2989 -3.1042 0.0 0.0 -0.1 0.731
H 1.4021 -5.1227 -4.2109 0.0 0.0 0.0 0.434
H 3.6648 -4.7161 -5.1316 0.0 0.0 0.0 0.397
H 4.6967 -2.4811 -4.9274 0.0 0.0 0.0 0.423
H 3.4763 -0.6518 -3.8206 0.0 0.0 0.0 0.383
C -4.1322 0.3628 0.7557 0.0 0.0 0.0 -0.892
N -3.3506 1.5803 0.7106 0.1 0.0 0.0 0.512
C -4.0996 2.8212 0.7857 0.0 0.0 0.0 -0.717
C -3.2559 3.9822 0.3043 0.0 0.0 0.0 -0.767
C -1.9423 3.9665 1.0558 0.0 0.0 0.1 -0.609
N -1.2894 2.6872 0.8669 0.0 0.0 -0.1 0.588
C 0.1498 2.6401 1.0424 0.0 0.0 0.1 -0.936
C -1.9797 1.5030 0.8138 0.1 0.1 -0.1 -0.628
O -1.3855 0.4292 0.8134 -0.3 -0.1 -0.1 -0.450
H -4.7894 0.3589 1.6305 0.0 0.0 0.0 0.347
H -3.4614 -0.4863 0.8108 0.0 0.0 0.0 -0.103
H -4.7509 0.2701 -0.1419 0.0 0.0 0.0 0.366
H -4.4435 2.9970 1.8139 0.0 0.0 0.0 0.287
H -4.9946 2.7128 0.1668 0.0 0.0 0.0 0.404
H -3.7821 4.9240 0.4612 0.0 0.0 0.0 0.390
H -3.0577 3.8745 -0.7651 0.0 0.0 0.0 0.275
H -2.1144 4.1610 2.1238 0.0 0.0 0.0 0.239
H -1.2709 4.7454 0.6908 0.0 0.0 0.0 0.374
H 0.4303 2.8949 2.0699 0.0 0.0 0.0 0.267
H 0.6242 3.3503 0.3610 0.0 0.0 0.0 0.464
H 0.5002 1.6349 0.8274 0.0 0.0 0.0 -0.003
```
Positions in Å, forces in eV/Å.

Summary:
Lowest unoccupied orbital energy in eV: -0.12
Energy relative to the best compared isomer or geometry (same formula, charge and spin) in kJ/mol: 136.8
Net charge: 0
HOMO-LUMO gap in hartree: 0.264
Max |F| in eV Å⁻¹: 0.44
Electronic energy in eV: -110304.8178